Molecular formula: C9H9ClF3N
Method: DFT, ωB97M-V with the def2-TZVPD basis set

Positions of all 23 atoms, in Å:
1 C -0.934710 -2.332576 -1.282297
2 C -0.636813 -1.900354 -2.616021
3 C -0.360936 -1.706248 -0.188122
4 C 0.004394 -0.638782 -2.661142
5 C 0.384338 -0.545085 -0.360895
6 C -1.171258 1.090777 2.009513
7 C 0.212675 0.329522 2.033397
8 C 0.919662 0.292973 0.672577
9 C 0.960734 1.908235 -0.048351
10 N 0.447127 0.039749 -1.575656
11 F -0.143682 2.453981 -0.370217
12 F 1.879810 2.043793 -1.026310
13 F 1.447784 2.740860 0.979098
14 Cl 2.691931 -0.094756 0.920146
15 H -1.358423 -3.293062 -1.056154
16 H -0.884806 -2.341510 -3.501142
17 H -0.349774 -2.156115 0.837507
18 H 0.179027 0.017462 -3.534106
19 H -1.081474 2.214030 1.999740
20 H -1.607951 0.918205 1.055466
21 H -1.788846 0.853510 2.724075
22 H 0.237821 -0.703204 2.281937
23 H 0.953368 0.808596 2.706957

Force components x, y, z for each atom (eV/Å):
C 0.355 -1.203 0.584
C 1.715 4.362 2.830
C 0.347 0.342 0.086
C 0.433 0.153 -1.597
C -0.309 0.080 1.849
C 4.548 1.912 -3.737
C 0.740 2.024 -0.357
C 0.661 3.497 -0.383
C 3.492 -0.974 4.122
N -2.139 -2.743 -1.944
F -2.130 0.196 -1.267
F -0.757 -0.459 -0.012
F -0.231 -0.942 -0.690
Cl -0.049 0.107 0.133
H -0.307 -0.301 -0.410
H -0.887 -1.133 -2.027
H -0.297 0.529 -1.129
H -0.233 -1.121 -0.187
H 0.482 -1.114 0.346
H -0.751 -0.539 -0.747
H -3.214 -1.607 3.975
H -0.778 -0.909 0.745
H -0.690 -0.156 -0.182

Its spin multiplicity is 3. Its expectation value of S² is 2.024. The LUMO energy (alpha / beta) is 0.6323 / -3.3151 eV. As for the net charge: 0.

Molecular formula: C9H9ClN2Se
Method: DFT, ωB97M-V with the def2-TZVPD basis set

Positions of all 22 atoms, in Å:
1 C -1.478670 -0.698161 0.770099
2 C -1.671764 0.590178 -1.289619
3 C -2.798353 -0.431372 1.000453
4 C -3.043909 0.653945 -1.174812
5 C -0.877377 -0.048871 -0.327655
6 C -3.547024 0.138950 -0.003764
7 C 3.405175 -0.535692 0.126526
8 C 3.181226 0.903555 0.657972
9 C 0.583530 -0.228490 -0.368108
10 N 2.320823 -1.512049 0.406585
11 N 1.131645 -1.308859 0.337859
12 Cl -5.271659 0.291285 0.288722
13 Se 1.407919 1.601417 0.260157
14 H -0.990125 -1.296456 1.496450
15 H -1.300614 1.057748 -2.141072
16 H -3.362296 -0.829366 1.949048
17 H -3.625203 0.990455 -1.908299
18 H 3.532588 -0.348228 -1.028723
19 H 4.169187 -1.115699 0.515384
20 H 3.466527 0.793569 1.792204
21 H 3.889399 1.528387 0.315262
22 H 0.878977 -0.196253 -1.674672

Force components x, y, z for each atom (eV/Å):
C -0.596 1.581 -0.455
C 0.165 -0.587 1.187
C -1.992 -1.594 1.678
C 2.511 -1.936 3.401
C -0.519 -1.507 0.993
C -1.637 0.622 0.449
C -2.575 1.669 -3.913
C -1.037 -3.496 4.108
C 1.749 3.423 -4.895
N 1.743 -0.318 1.229
N -1.623 -0.630 -0.919
Cl 0.030 -0.024 -0.111
Se -0.168 -1.051 -0.021
H 0.918 -0.199 0.231
H 1.273 0.530 -1.339
H 1.270 0.821 -2.008
H -2.282 1.548 -2.725
H -0.182 -0.943 1.822
H 2.202 -0.114 0.638
H -1.250 0.611 -1.700
H 2.324 2.140 -1.652
H -0.324 -0.547 4.003

The LUMO energy is 0.0403 eV. As for the net charge: 0. The value obtained for the relative energy (zero: lowest compared OMol25 entry of this formula, charge and spin) is 17.0 kcal per mole.

Molecular formula: C9H9F2O2
Method: DFT, ωB97M-V with the def2-TZVPD basis set

Positions of all 22 atoms, in Å:
1 C 1.505359 -0.747862 1.046659
2 C 0.295971 -0.384633 1.507403
3 C -0.073244 2.433093 -0.210289
4 C -0.120169 -1.517227 -0.464187
5 C 1.308825 0.352010 -1.165910
6 C 1.332624 -1.026689 -0.409181
7 C -0.715738 -0.501147 0.492192
8 C 0.008421 1.016836 -0.880587
9 C -2.175723 -0.303911 0.731675
10 O -1.208942 2.856916 -0.002815
11 O 1.038966 2.935101 -0.013440
12 F 0.035522 0.023242 2.767224
13 F -0.894029 0.840147 -1.898365
14 H 2.449139 -0.667515 1.550576
15 H -0.560078 -1.487169 -1.461069
16 H -0.199942 -2.542831 -0.079413
17 H 2.121794 0.988145 -0.818594
18 H 1.411601 0.165713 -2.236603
19 H 2.075733 -1.699146 -0.842228
20 H -2.747250 -1.162058 0.373946
21 H -2.524826 0.592934 0.217710
22 H -2.364015 -0.163947 1.795294

Force components x, y, z for each atom (eV/Å):
C -0.213 -0.073 0.323
C 0.730 -0.566 0.258
C 0.176 -0.948 -0.710
C -0.034 -0.022 0.122
C 0.055 0.098 -0.018
C 0.027 -0.138 -0.171
C 0.535 1.893 -1.896
C -0.736 -1.320 1.693
C 0.011 -0.009 0.016
O -0.858 0.202 0.174
O 0.705 0.348 0.348
F -0.075 0.155 -0.299
F -0.112 0.130 -0.096
H 0.162 0.123 0.172
H -0.014 0.087 -0.014
H 0.007 0.022 0.117
H -0.064 -0.014 -0.126
H -0.043 0.086 -0.030
H -0.037 -0.007 0.053
H -0.085 -0.053 0.044
H -0.020 0.025 -0.021
H -0.116 -0.018 0.061

The LUMO energy is 3.6347 eV. As for the net charge: -1. The value obtained for the relative energy (zero: lowest compared OMol25 entry of this formula, charge and spin) is 28.7 kcal per mole.

Molecular formula: C9H9F3O2
Method: DFT, ωB97M-V with the def2-TZVPD basis set

Positions of all 23 atoms, in Å:
1 C 4.023589 -0.538279 -0.663550
2 C 2.749515 -0.204806 -1.165384
3 C 4.052482 -0.103362 0.621932
4 C 1.999564 0.285258 -0.136015
5 C -3.783838 1.257996 0.068506
6 C -2.741534 0.156840 -0.146493
7 C 0.708964 0.959107 -0.260106
8 C -1.859458 -0.292100 0.779191
9 C -1.053332 -1.453506 0.499874
10 O 2.766737 0.374442 0.920606
11 O 0.158429 1.562771 0.626417
12 F 0.089053 -1.500921 1.221022
13 F -0.695692 -1.539983 -0.842715
14 F -1.818551 -2.519632 0.676723
15 H 4.833399 -1.002900 -1.172696
16 H 2.221277 -0.654168 -2.089451
17 H 4.798289 -0.106831 1.400250
18 H -4.423976 1.335138 -0.818971
19 H -4.518269 1.097048 0.891853
20 H -2.923719 -0.229225 -1.154536
21 H 0.406001 1.005757 -1.286098
22 H -1.793517 -0.020289 1.836437
23 H -3.195404 2.131648 0.193195

Force components x, y, z for each atom (eV/Å):
C -1.225 0.350 -1.928
C 2.539 -4.398 -5.256
C -0.681 0.171 0.624
C -4.064 3.072 1.472
C -0.433 -1.304 0.119
C -0.856 -0.025 1.320
C 3.508 -1.373 -0.739
C -1.957 1.488 -0.839
C 0.740 -0.080 -2.170
O 0.683 0.699 3.527
O -1.251 1.239 2.119
F -0.666 -0.626 -0.164
F 0.266 0.087 0.870
F 0.306 -1.551 0.864
H 0.309 -0.238 -0.357
H 1.369 1.015 1.432
H -0.258 0.077 0.018
H 0.399 0.181 0.059
H 0.963 0.089 -0.185
H 1.183 -0.499 0.408
H -0.599 -0.201 -0.987
H -0.281 0.541 -0.525
H 0.007 1.283 0.318

Its spin multiplicity is 3. Its expectation value of S² is 2.032. The LUMO energy (alpha / beta) is 0.8681 / -2.8398 eV. As for the net charge: 0. The value obtained for the relative energy (zero: lowest compared OMol25 entry of this formula, charge and spin) is 28.2 kcal per mole.

Molecular formula: C9H9I2NO5PrSSc
Method: DFT, ωB97M-V with the def2-TZVPD basis set

Positions of all 29 atoms, in Å:
1 I 0.578664 0.646452 4.242306
2 I -2.486583 0.298533 3.599187
3 Sc -1.703623 -0.436422 0.163040
4 Pr 1.473899 0.014758 1.546583
5 S -0.583759 1.477995 0.969182
6 C 2.921445 1.680645 -0.384137
7 C 3.462646 -1.500999 0.027534
8 C -0.445563 3.440101 0.032597
9 C -1.840428 3.989676 0.215110
10 C -0.054876 3.258806 -1.406952
11 C 0.614316 4.164878 0.821600
12 C -2.600884 -2.017465 -1.285648
13 C -2.563399 0.918431 -1.605629
14 O 4.297054 -2.240017 -0.224256
15 O 3.651296 2.450940 -0.852253
16 O -3.046272 -2.874797 -1.836600
17 O -3.190807 1.561458 -2.325341
18 H -1.942415 5.020329 -0.137835
19 H -2.124376 3.984205 1.265163
20 H -2.581860 3.396196 -0.313448
21 H -0.033637 4.252179 -1.892001
22 H -0.752956 2.630132 -1.963989
23 H 0.944684 2.823880 -1.525124
24 H 0.685077 5.216086 0.505915
25 H 1.610559 3.730799 0.689239
26 H 0.402614 4.154763 1.891171
27 O 0.504735 -4.159863 -0.029893
28 C 0.202614 -3.018201 -0.041424
29 N -0.055655 -1.818848 0.028689

Force components x, y, z for each atom (eV/Å):
I -2.073 0.014 1.329
I 1.540 -0.172 0.496
Sc 0.745 -1.144 0.168
Pr 1.521 -1.235 -1.875
S -0.017 0.575 -0.980
C 3.586 3.637 -1.774
C 2.790 -2.611 -0.441
C 0.121 2.556 -1.171
C -0.340 -1.015 0.739
C 0.242 -0.981 -0.163
C 0.298 -0.794 0.843
C -0.866 -0.900 -0.547
C -3.111 2.867 -3.187
O -2.804 2.534 0.637
O -3.462 -3.712 2.022
O 0.228 0.231 0.012
O 2.750 -2.738 2.910
H 0.457 -0.005 -0.135
H -0.008 0.202 0.129
H -0.066 0.058 -0.209
H -0.113 -0.208 0.313
H 0.036 0.297 -0.041
H -0.214 0.228 0.006
H -0.278 -0.211 -0.138
H -0.106 0.116 -0.163
H -0.123 0.244 0.013
O -1.101 3.801 -0.326
C 1.388 -4.433 0.460
N -1.020 2.797 1.072

Its spin multiplicity is 3. Its expectation value of S² is 2.190. The LUMO energy (alpha / beta) is -17.0402 / -16.8424 eV. As for the net charge: +4.

no.,calculated total energy (Ha)
1,-1162.6975
2,-3319.3436
3,-698.5625
4,-798.2225
5,-3048.9960